Here is a structure of composition C48H33Cl4N4OPdS in a non-equilibrium geometry from OMol25. Energies are from ωB97M-V/def2-TZVPD.

* HOMO level: -10.0 eV
* DFT total energy: -122716.6770 eV
* charge: +1

XYZ file:
```
92
Properties=species:S:1:pos:R:3:forces:R:3
Pd 0.072753 0.260536 -0.013634 -0.163 -5.928 -0.147
Cl -6.521447 -2.391764 -6.099034 -0.126 -0.043 -0.118
Cl 6.877453 -1.587764 -6.271134 0.131 -0.028 -0.123
Cl -6.189147 -3.281364 5.795666 -0.108 -0.064 0.105
Cl 6.225253 -3.699564 5.542866 0.108 -0.076 0.102
S -1.043647 3.177436 -0.032834 -1.109 0.989 -0.059
O 0.072753 2.174536 -0.013634 1.376 3.604 0.110
N -1.939847 0.264036 -0.039734 0.437 -0.327 0.499
N 0.072153 0.260836 1.999266 -0.055 -0.239 -0.354
N 0.088153 0.260836 -1.996734 0.000 -0.401 0.581
N 2.096553 0.264036 -0.055734 -0.579 -0.112 0.732
C -4.045747 -0.257564 4.276666 -0.086 -0.597 -0.070
C 0.149253 5.594636 -0.053734 0.200 0.279 0.042
C -1.030047 -0.088364 2.743866 0.069 -0.177 1.061
C -4.153347 0.208536 0.720766 2.148 -0.086 -0.115
C -4.939547 -1.000564 5.055166 0.183 0.053 -0.132
C 3.702553 -0.265464 -3.345034 -0.113 -0.198 -0.621
C 2.977353 0.314236 -1.107834 0.521 0.277 -0.812
C 3.519453 -2.433064 2.900466 0.164 0.340 0.287
C -4.141047 0.224836 -4.217834 -0.093 -0.539 -0.057
C -4.704647 -2.524264 -4.112934 0.250 0.162 0.240
C 2.470753 -0.254164 2.377966 -0.398 0.747 -2.857
C 4.116153 -1.610064 -3.392334 0.083 0.409 -0.144
C -3.304947 -0.890064 3.274366 -0.369 -0.096 0.159
C 4.385353 -3.250864 3.624466 -0.260 0.224 -0.187
C 5.153653 -2.695064 4.643266 -0.296 0.512 -0.213
C 4.190053 -0.513964 4.217466 0.074 -0.590 -0.093
C -2.336747 -0.162464 2.415166 0.239 0.665 -3.057
C 5.669753 -1.085664 -5.152034 -0.439 0.365 0.338
C 1.171253 -0.142464 2.722566 0.121 -0.304 1.124
C 4.297053 0.282336 0.738066 -2.089 -0.227 -0.232
C 2.851753 0.127436 0.994766 1.716 -0.596 4.629
C -4.158347 0.217036 -0.605334 -0.977 -0.027 -1.346
C -2.706147 0.142036 1.006766 -1.861 -0.417 4.971
C -3.761447 -1.965464 -3.252034 -0.106 0.403 -0.159
C 0.731653 -0.559164 4.039466 0.264 -0.128 0.421
C -3.460147 -2.273064 3.067066 -0.156 0.378 0.279
C 3.418453 -1.059564 3.187766 0.375 -0.122 0.186
C 4.319253 0.385336 -0.584834 1.066 0.076 -1.254
C 1.167053 0.052536 -2.776134 3.986 0.214 -0.113
C -0.976847 -0.032264 -2.766134 -3.993 -0.171 -0.158
C -0.588047 -0.514164 4.055166 -0.241 -0.148 0.510
C -0.581747 -0.315564 -4.062834 -0.326 -0.233 -0.831
C 5.267253 0.251436 -5.116534 -0.120 -0.002 0.192
C 5.060053 -1.333964 4.944166 -0.192 0.066 -0.137
C 5.099353 -2.019764 -4.291934 -0.250 0.121 0.237
C 0.785153 -0.246564 -4.072734 0.288 -0.342 -0.772
C -0.471047 4.605936 -1.022634 0.315 0.029 -0.157
C -2.432647 -0.065264 -2.369134 2.512 0.093 -0.573
C -3.474447 -0.587464 -3.296634 0.125 -0.232 -0.587
C 4.282653 0.664436 -4.212534 0.140 -0.510 -0.097
C -0.938547 4.126336 1.531366 -0.139 -0.038 0.339
C -0.762447 5.587636 1.160166 -0.040 0.348 0.033
C -5.085547 -0.338064 -5.083434 0.113 0.017 0.186
C -5.087747 -2.371864 4.833166 0.309 0.482 -0.241
C -5.362047 -1.706364 -5.027034 0.394 0.444 0.293
C -2.805847 0.191936 -1.105034 -0.645 0.192 -0.819
C 2.626053 0.104036 -2.386534 -2.484 0.051 -0.488
C -4.350347 -3.014064 3.842566 0.273 0.198 -0.206
H 2.894553 -2.859064 2.114966 0.193 0.083 0.159
H 0.228553 6.591736 -0.497234 0.012 -0.167 0.001
H 4.097853 0.542036 4.457766 0.078 -0.148 -0.023
H 5.407153 -3.061464 -4.313434 0.017 0.211 -0.080
H 0.072753 -1.431264 -0.013634 0.104 2.392 -0.003
H 1.428253 -0.434764 -4.920834 0.088 0.067 0.210
H -3.924147 1.289236 -4.265434 -0.033 -0.176 -0.014
H 1.348453 -0.870264 4.863966 0.295 0.024 -0.112
H -1.214747 -0.563764 -4.903134 -0.091 0.071 0.205
H -5.507647 -0.506364 5.837166 0.023 -0.164 -0.092
H 1.158353 5.271536 0.230066 -0.142 0.031 -0.067
H -1.731447 6.034136 0.904866 0.147 -0.022 0.049
H 5.101353 0.286336 1.445166 0.002 -0.073 0.220
H -4.448347 -4.081664 3.671866 -0.087 0.154 0.121
H 5.652253 -0.907464 5.747666 -0.030 -0.154 -0.098
H -5.600747 0.294536 -5.800734 0.035 -0.174 0.097
H -5.045547 0.231736 -1.215634 0.087 -0.015 -0.328
H -1.353547 5.034236 -1.508534 0.017 -0.193 0.085
H -3.911447 0.806236 4.455266 -0.082 -0.151 -0.012
H -0.340447 6.161736 1.990766 -0.121 -0.142 -0.060
H -2.858947 -2.766864 2.303266 -0.186 0.098 0.152
H 3.663753 -2.339664 -2.719934 0.092 0.198 -0.164
H -4.970647 0.214536 1.412866 0.011 -0.059 0.235
H 0.231653 4.269736 -1.789234 -0.244 -0.268 0.081
H -1.843547 3.953536 2.119066 0.124 -0.181 -0.123
H -4.913547 -3.589164 -4.062034 -0.039 0.201 -0.096
H -0.072647 3.756036 2.089366 -0.080 -0.200 -0.247
H -1.203247 -0.788364 4.894066 -0.296 0.051 -0.112
H -3.240847 -2.603564 -2.536834 -0.112 0.182 -0.183
H 5.714453 0.975836 -5.791334 -0.016 -0.184 0.086
H 3.967253 1.704936 -4.188334 0.051 -0.179 -0.023
H 4.440553 -4.309864 3.392266 0.094 0.143 0.129
H 5.211453 0.489636 -1.178934 -0.077 0.005 -0.319
```
Positions in Å, forces in eV/Å.